[1]
ORCA calculation (the ωB97M-V functional and the def2-TZVPD basis) on a molecular structure, C26H67N5O11Sr2 at a distorted geometry.

HOMO-LUMO gap   6.805 eV
Lowest unoccupied orbital energy   -5.5519 eV
E_tot   -2193.40118 hartree
ΔE to the lowest compared entry with this formula, charge and spin   0.00 kcal per mole
Charge   +2

Atoms and positions in Å:
1 Sr 32.228 -2.908 0.083
2 Sr 28.667 0.680 1.035
3 C 30.447 -1.558 2.054
4 O 31.309 -2.419 2.436
5 O 29.868 -0.717 2.833
6 O 30.263 -1.384 0.783
7 C 35.384 -4.655 1.207
8 O 33.969 -4.601 1.086
9 C 33.305 -5.721 1.683
10 C 32.127 -6.203 0.835
11 N 31.180 -5.123 0.546
12 C 30.182 -5.572 -0.461
13 C 29.434 -4.409 -1.070
14 O 30.369 -3.533 -1.683
15 C 29.863 -2.735 -2.741
16 H 35.668 -4.920 2.230
17 H 35.780 -3.664 1.001
18 H 35.821 -5.385 0.523
19 H 33.011 -5.458 2.704
20 H 33.998 -6.565 1.742
21 H 31.683 -6.998 1.447
22 H 32.565 -6.629 -0.068
23 H 30.587 -5.006 1.389
24 H 29.474 -6.260 0.016
25 H 30.670 -6.126 -1.264
26 H 28.866 -3.842 -0.320
27 H 28.728 -4.804 -1.808
28 H 29.401 -1.826 -2.341
29 H 29.134 -3.301 -3.325
30 H 30.693 -2.466 -3.391
31 C 26.954 -0.012 -2.243
32 O 27.500 -0.492 -1.027
33 C 26.784 -1.642 -0.558
34 C 26.783 -1.816 0.953
35 N 26.466 -0.538 1.598
36 C 26.530 -0.647 3.078
37 C 26.415 0.714 3.743
38 O 27.236 1.662 3.049
39 C 27.008 2.982 3.559
40 H 27.039 -0.757 -3.038
41 H 27.494 0.875 -2.576
42 H 25.909 0.286 -2.128
43 H 27.163 -2.548 -1.041
44 H 25.746 -1.562 -0.904
45 H 27.751 -2.147 1.337
46 H 26.080 -2.623 1.194
47 H 25.524 -0.252 1.346
48 H 27.421 -1.171 3.423
49 H 25.670 -1.253 3.389
50 H 26.711 0.651 4.794
51 H 25.373 1.053 3.699
52 H 27.336 3.052 4.596
53 H 25.954 3.248 3.465
54 H 27.597 3.686 2.972
55 C 31.848 -3.741 5.619
56 O 32.338 -2.548 5.049
57 H 31.874 -4.580 4.907
58 H 32.476 -3.979 6.472
59 H 30.797 -3.656 5.926
60 H 31.929 -2.375 4.184
61 C 34.973 0.378 -1.952
62 C 34.369 -0.726 -1.101
63 C 34.462 -0.447 0.409
64 O 34.168 -1.613 1.151
65 C 34.307 -1.437 2.559
66 N 33.004 -1.082 -1.568
67 H 34.297 1.221 -2.097
68 H 35.224 -0.015 -2.940
69 H 35.919 0.744 -1.550
70 H 34.983 -1.630 -1.216
71 H 33.748 0.360 0.641
72 H 35.475 -0.083 0.592
73 H 35.272 -0.978 2.791
74 H 34.245 -2.412 3.034
75 H 33.522 -0.811 2.992
76 H 33.054 -1.346 -2.547
77 H 32.431 -0.243 -1.525
78 C 27.411 -5.996 2.951
79 C 28.076 -4.634 3.129
80 C 27.699 -4.009 4.476
81 O 26.330 -4.111 4.708
82 C 25.922 -3.387 5.856
83 N 29.536 -4.741 3.035
84 H 27.542 -6.569 3.874
85 H 27.895 -6.530 2.136
86 H 26.336 -5.891 2.832
87 H 27.783 -3.951 2.328
88 H 28.023 -2.954 4.525
89 H 28.303 -4.522 5.246
90 H 26.449 -3.753 6.745
91 H 24.847 -3.468 5.955
92 H 26.227 -2.331 5.765
93 H 29.933 -5.211 3.842
94 H 29.957 -3.811 3.020
95 C 30.982 0.048 7.850
96 C 30.116 0.162 6.614
97 C 29.144 1.313 6.687
98 O 28.105 0.984 7.581
99 C 27.354 2.105 7.979
100 N 30.964 0.362 5.420
101 H 30.365 -0.044 8.746
102 H 31.672 0.883 7.981
103 H 31.601 -0.854 7.814
104 H 29.572 -0.788 6.506
105 H 28.743 1.556 5.688
106 H 29.660 2.220 7.034
107 H 26.390 1.778 8.356
108 H 27.207 2.809 7.148
109 H 27.878 2.664 8.764
110 H 30.397 0.143 4.608
111 H 31.679 -0.361 5.453

Cartesian forces, eV/Å:
Sr -0.118 0.214 0.795
Sr 0.459 -0.895 0.834
C 0.993 1.524 0.785
O -0.485 -0.102 -0.126
O -0.685 -0.379 -0.361
O -0.492 0.048 -1.538
C 0.297 0.052 0.371
O -0.460 -0.085 -0.346
C 0.061 -0.294 -0.070
C 0.771 0.321 1.018
N -0.972 -1.060 -0.511
C 0.172 -0.078 0.247
C -0.273 -0.019 0.166
O 0.509 -0.172 -0.214
C -0.151 0.043 0.167
H -0.024 0.008 -0.035
H -0.061 0.009 -0.120
H -0.099 -0.008 -0.046
H -0.089 0.078 -0.048
H 0.038 0.071 0.106
H -0.180 -0.154 -0.372
H -0.379 0.042 -0.215
H 0.429 0.181 0.143
H -0.113 0.043 -0.153
H 0.138 0.072 0.037
H 0.029 -0.103 0.108
H 0.031 0.095 -0.063
H -0.069 -0.026 -0.049
H -0.005 0.053 -0.052
H 0.023 0.003 0.010
C -0.115 0.402 -0.715
O 0.143 0.009 0.780
C -0.585 -0.571 -0.341
C 0.181 0.277 -0.264
N 0.443 -0.200 0.494
C -0.839 -0.151 0.119
C -0.196 -0.122 -0.295
O 0.052 -0.001 -0.068
C 0.269 0.163 -0.089
H -0.077 -0.077 0.093
H 0.204 -0.085 0.224
H -0.011 -0.195 0.084
H 0.183 0.097 0.036
H 0.001 0.177 0.106
H 0.117 0.124 -0.169
H -0.072 0.066 0.004
H 0.046 0.081 -0.062
H 0.240 0.112 -0.455
H 0.181 0.002 0.348
H 0.033 0.001 0.002
H 0.069 0.124 0.002
H -0.109 -0.047 0.035
H -0.025 -0.045 0.071
H 0.018 -0.081 -0.044
C -0.379 -0.062 -0.491
O 0.304 0.234 0.029
H 0.260 0.031 0.082
H -0.072 -0.065 0.089
H 0.121 0.131 0.220
H -0.207 -0.295 0.033
C 0.447 -0.013 -0.190
C 0.615 -0.538 0.158
C -0.666 0.628 -0.926
O -0.053 0.190 -0.364
C 0.200 0.125 0.558
N 0.216 0.262 0.254
H -0.032 0.027 0.171
H -0.180 0.022 -0.015
H -0.106 0.055 0.128
H -0.063 0.019 -0.244
H 0.131 -0.011 0.314
H -0.005 -0.079 0.267
H 0.016 -0.098 -0.090
H -0.012 -0.041 -0.098
H -0.081 0.021 -0.258
H 0.033 0.132 -0.031
H -0.052 -0.046 -0.103
C 0.254 0.302 0.541
C 0.064 -0.023 0.412
C 0.533 0.089 -0.058
O -0.434 0.129 -0.070
C 0.772 0.244 -0.002
N 0.142 0.140 -0.311
H 0.114 -0.098 -0.112
H -0.250 -0.070 -0.136
H 0.009 -0.063 -0.279
H -0.152 -0.130 -0.069
H 0.019 -0.055 -0.128
H -0.295 -0.091 0.098
H -0.286 -0.165 0.051
H -0.066 -0.086 0.064
H -0.235 -0.042 -0.072
H -0.178 -0.098 0.023
H 0.047 -0.140 0.160
C 0.140 -0.309 0.482
C 0.666 -0.175 -0.609
C -0.027 0.249 0.361
O -0.289 -0.195 -0.247
C 0.243 0.412 0.110
N -0.195 0.052 0.353
H -0.018 0.103 -0.035
H -0.182 0.168 -0.168
H -0.077 0.007 -0.138
H -0.332 0.147 0.171
H -0.048 -0.150 -0.018
H 0.127 -0.084 -0.034
H -0.009 -0.079 0.008
H -0.145 -0.120 -0.053
H -0.054 -0.063 0.004
H 0.223 -0.054 -0.046
H 0.035 0.076 -0.109

[2]
ORCA calculation (the ωB97M-V functional and the def2-TZVPD basis) on a molecular structure, C26H68N9Na2O13 at a distorted geometry.

HOMO-LUMO gap   5.630 eV
Lowest unoccupied orbital energy   -4.7821 eV
E_tot   -2826.53348 hartree
Charge   +1

Atoms and positions in Å:
1 Na -1.301 1.569 -3.104
2 Na -3.061 -1.548 -2.632
3 N -1.122 0.510 -0.218
4 O -0.094 1.167 -0.444
5 O -1.607 0.443 0.926
6 O -1.720 -0.046 -1.190
7 C 3.741 0.122 4.716
8 O 2.427 -0.078 5.182
9 C 1.386 0.354 4.308
10 C 1.008 -0.819 3.393
11 N 0.296 -1.884 4.072
12 C -1.045 -1.593 4.517
13 C -1.569 -2.843 5.248
14 O -0.887 -3.017 6.457
15 C -0.945 -1.957 7.392
16 H 4.045 1.143 4.966
17 H 3.812 -0.150 3.656
18 H 4.394 -0.560 5.262
19 H 1.762 1.206 3.726
20 H 0.565 0.761 4.898
21 H 1.934 -1.187 2.947
22 H 0.449 -0.360 2.568
23 H 0.910 -2.298 4.760
24 H -1.640 -1.325 3.638
25 H -1.068 -0.735 5.203
26 H -1.306 -3.685 4.607
27 H -2.665 -2.809 5.293
28 H -0.984 -2.400 8.396
29 H -1.921 -1.466 7.464
30 H -0.069 -1.314 7.380
31 C 0.511 -4.466 2.034
32 O 0.232 -4.085 0.704
33 C -0.577 -2.927 0.573
34 C -2.063 -3.117 0.475
35 N -2.577 -3.554 -0.856
36 C -1.885 -4.764 -1.309
37 C -2.216 -6.042 -0.523
38 O -3.628 -6.039 -0.352
39 C -4.280 -7.260 -0.650
40 H 1.524 -4.880 2.054
41 H -0.195 -5.254 2.318
42 H 0.561 -3.636 2.746
43 H -0.291 -2.483 -0.388
44 H -0.305 -2.204 1.345
45 H -2.538 -2.169 0.732
46 H -2.422 -3.849 1.207
47 H -3.524 -3.917 -0.768
48 H -0.809 -4.704 -1.499
49 H -2.129 -5.043 -2.345
50 H -1.758 -5.983 0.469
51 H -1.903 -6.943 -1.051
52 H -3.774 -8.072 -0.120
53 H -4.245 -7.540 -1.708
54 H -5.317 -7.199 -0.337
55 C 3.841 -0.066 0.099
56 O 3.011 -0.314 -1.023
57 C 2.581 -1.632 -1.141
58 C 1.591 -1.804 -2.309
59 N 2.085 -1.418 -3.626
60 C 3.217 -2.217 -4.083
61 C 3.295 -2.352 -5.611
62 O 2.016 -2.259 -6.195
63 C 2.078 -2.585 -7.601
64 H 4.182 0.965 0.015
65 H 4.710 -0.726 0.066
66 H 3.226 -0.125 1.001
67 H 1.994 -1.960 -0.269
68 H 3.448 -2.301 -1.233
69 H 0.701 -1.226 -2.039
70 H 1.173 -2.812 -2.198
71 H 2.544 -0.553 -3.325
72 H 3.239 -3.245 -3.689
73 H 4.216 -1.982 -3.692
74 H 3.905 -3.208 -5.915
75 H 3.881 -1.490 -5.970
76 H 2.583 -3.545 -7.719
77 H 2.647 -1.810 -8.109
78 H 1.038 -2.718 -7.878
79 C -2.210 8.336 -3.744
80 O -1.437 7.208 -3.296
81 C -0.224 7.682 -2.711
82 C 0.358 6.612 -1.784
83 N 0.426 5.327 -2.476
84 C 0.730 4.251 -1.515
85 C 2.096 4.336 -0.859
86 O 3.068 4.327 -1.883
87 C 4.375 4.558 -1.452
88 H -2.917 7.906 -4.453
89 H -1.605 9.098 -4.234
90 H -2.764 8.706 -2.879
91 H -0.420 8.596 -2.138
92 H 0.461 7.999 -3.507
93 H -0.318 6.582 -0.923
94 H 1.281 7.056 -1.389
95 H 1.311 5.448 -2.973
96 H 0.654 3.254 -1.956
97 H 0.003 4.221 -0.707
98 H 2.156 3.458 -0.208
99 H 2.117 5.243 -0.252
100 H 4.636 3.939 -0.583
101 H 4.507 5.603 -1.143
102 H 5.128 4.327 -2.205
103 C -0.880 4.053 1.704
104 O -0.225 5.090 1.668
105 N -1.951 3.743 0.911
106 N -0.431 2.969 2.408
107 H -1.956 4.292 0.065
108 H -2.482 2.897 0.955
109 H 0.308 3.123 3.069
110 H -0.755 2.057 2.142
111 C -5.421 1.484 0.032
112 O -6.264 2.004 -0.680
113 N -5.307 1.657 1.377
114 N -4.486 0.595 -0.469
115 H -6.034 2.247 1.755
116 H -4.586 1.321 1.982
117 H -3.711 0.314 0.107
118 H -4.553 0.395 -1.449

Cartesian forces, eV/Å:
Na 0.630 0.230 0.708
Na 0.433 -0.632 0.998
N 0.973 1.389 0.802
O -0.863 -0.628 -0.179
O -0.068 -0.384 -0.700
O -0.605 -0.369 -1.202
C -0.178 -0.207 0.256
O -0.742 -0.197 0.664
C 1.261 -0.041 -0.279
C -0.268 1.227 0.404
N 0.705 0.106 -1.093
C 0.237 -0.197 0.430
C 0.211 0.970 -1.195
O -0.115 -0.252 0.287
C -0.777 -0.812 1.466
H 0.178 0.022 -0.549
H 0.210 0.428 -0.045
H -0.091 0.020 0.040
H -0.032 -0.054 -0.241
H -0.107 -0.367 0.174
H 0.022 -0.241 0.056
H -0.425 -0.470 -0.063
H -0.304 0.054 0.407
H -0.138 -0.169 0.054
H -0.255 0.027 -0.035
H -0.036 -0.194 0.214
H 0.014 0.047 0.628
H 0.628 -0.382 -0.162
H 0.166 0.562 -0.953
H -0.150 0.370 -0.403
C 0.592 -0.554 0.200
O -0.281 0.556 -0.396
C 0.785 0.152 -0.899
C -1.296 -0.599 0.566
N 0.846 0.010 -0.734
C 0.702 -1.631 -1.761
C -0.257 0.903 0.535
O -0.476 0.100 -0.220
C 0.527 -0.511 0.146
H -0.160 -0.266 -0.202
H 0.052 0.161 0.436
H -0.607 -0.012 -0.214
H 0.173 0.113 0.044
H -0.275 -0.024 0.166
H -0.015 0.056 -0.084
H 0.190 0.090 0.261
H -0.124 0.347 0.488
H 0.107 0.623 1.026
H -0.924 0.562 0.005
H 0.099 -0.345 -0.049
H 0.261 0.112 -0.032
H -0.237 -0.077 0.179
H 0.032 0.355 -0.143
H 0.016 0.121 0.094
C -0.455 0.342 -0.578
O -0.082 0.635 -0.486
C -0.662 -0.859 0.065
C -0.129 -0.304 1.123
N 0.856 0.622 1.153
C 0.531 -2.299 -0.287
C 0.472 1.972 0.183
O 0.250 -1.037 -0.482
C 0.022 -0.223 1.624
H 0.050 -0.014 -0.069
H -0.044 -0.140 0.429
H 0.329 -0.374 0.253
H 0.327 0.087 0.283
H -0.055 -0.094 -0.068
H 0.129 0.612 -0.256
H 0.544 -0.313 -0.666
H -0.359 0.404 -0.791
H -1.147 -0.009 0.078
H -0.121 1.046 -0.208
H -0.457 -0.428 0.083
H 0.012 0.066 -0.151
H 0.076 -0.051 -0.172
H -0.272 0.092 -0.446
H 0.037 0.364 -0.555
C -0.253 -1.502 0.227
O 0.428 0.997 -0.011
C -0.299 -0.290 -0.093
C -1.346 1.382 -0.057
N 1.360 -0.154 0.738
C -0.041 0.008 0.140
C -0.561 -0.164 -0.132
O -0.228 -0.262 -0.446
C 0.613 0.265 1.010
H -0.093 0.304 -0.085
H 0.051 0.084 0.071
H 0.034 0.496 -0.122
H -0.025 -0.080 0.231
H 0.163 -0.282 -0.077
H -0.009 -0.427 -0.025
H 0.317 -0.505 -0.104
H -0.329 -0.518 -0.588
H 0.089 -0.025 -0.588
H -0.090 0.342 0.002
H 0.438 0.022 0.161
H 0.362 0.080 0.118
H -0.160 -0.033 0.013
H 0.013 -0.012 -0.048
H -0.440 0.003 -0.390
C 2.015 -1.054 -0.040
O -1.206 -0.065 -0.156
N -0.112 1.379 -0.703
N -0.565 0.282 0.463
H -0.597 0.013 0.108
H 0.125 -0.185 0.149
H 0.037 -0.165 -0.056
H 0.212 -0.202 0.250
C 0.173 -0.559 -0.439
O 0.303 -0.176 0.483
N -1.047 0.903 -0.080
N -0.187 0.188 0.196
H 0.296 -0.012 0.223
H 0.131 -0.238 -0.102
H 0.237 -0.237 -0.320
H 0.095 0.202 0.120